Record 1
{"formula": "C12H24N3O6Si2", "method": "ωB97M-V/def2-TZVPD", "homo_ev": -3.2, "homo_lumo_gap_ha": 0.14441, "total_energy_ev": -45336.2349, "charge": -1, "symbols": ["H", "O", "H", "H", "N", "C", "H", "O", "H", "H", "C", "O", "Si", "H", "C", "H", "C", "H", "N", "H", "H", "H", "H", "H", "N", "H", "H", "C", "H", "H", "H", "H", "H", "C", "H", "O", "C", "H", "C", "C", "Si", "O", "C", "C", "H", "O", "C"], "coordinates": [[-0.61457, -1.50503, -0.16996], [1.97195, 0.67191, 6.08550], [-2.72931, 1.06443, -1.40834], [-3.75959, -4.18119, -3.00662], [-0.82669, -1.62588, -3.54181], [-0.70132, -4.05733, -1.76546], [-0.98270, -5.11600, -1.74814], [2.00041, 5.11330, 0.81855], [-3.19838, -0.63257, -1.34523], [-1.64832, -3.85701, -5.63626], [-2.70714, 0.12180, -1.96431], [3.39058, 2.13552, 4.68154], [-0.93617, -0.35342, -2.35783], [0.94468, -1.16852, -0.95226], [-0.23946, 1.41290, 2.08433], [4.47069, 1.98477, 1.54539], [-0.05630, -0.77190, -0.75721], [0.28966, 3.37584, 2.94176], [0.47992, 3.56020, 1.92503], [0.95840, 0.98017, -3.28923], [0.38976, -4.00057, -1.82299], [-3.84797, -2.57689, -3.74880], [-1.02568, -3.61984, -0.81831], [0.32491, 3.29624, 5.56021], [-0.58773, 0.55608, 3.02169], [-0.58859, 1.50376, -3.99209], [0.05137, 0.12596, -0.14037], [3.27955, 1.33677, 3.45218], [-0.09950, -4.37597, -4.93538], [2.64392, 1.68916, 1.18884], [-3.29018, 0.25740, -2.88003], [-0.14273, 2.00505, -2.35059], [1.94698, 4.08993, 6.35700], [-3.35360, -3.16542, -2.97035], [-1.58150, -5.28809, -4.59020], [3.15529, 0.01023, 3.36639], [3.37635, 2.14864, 1.99390], [-3.61564, -2.74588, -1.99557], [2.26784, 1.91085, 5.60440], [-1.17438, -4.28291, -4.74702], [-1.49766, -3.20270, -3.23164], [3.11976, 3.56393, 2.30881], [1.28424, 3.12218, 6.20724], [1.88684, 4.06253, 1.67799], [0.90629, 2.73490, 7.27123], [0.16015, 2.51055, 1.14437], [-0.09443, 1.18214, -3.07037]], "nbo_charge": [0.225, -0.519, 0.202, 0.205, -1.711, -1.139, 0.205, -0.479, 0.219, 0.223, -1.140, -0.554, 1.812, 0.232, 0.458, 0.250, -1.127, 0.381, -0.365, 0.222, 0.228, 0.228, 0.217, 0.247, -0.316, 0.226, 0.177, 0.743, 0.223, 0.262, 0.231, 0.196, 0.240, -1.139, 0.198, -0.491, -0.186, 0.217, 0.758, -1.116, 1.814, -0.524, -0.716, 0.827, 0.267, -0.294, -1.116]}

***

Record 2
{"formula": "C33H50N4O11P", "method": "ωB97M-V/def2-TZVPD", "homo_ev": -10.3, "homo_lumo_gap_ha": 0.20446, "total_energy_ev": -72793.7626, "charge": 1, "symbols": ["H", "H", "H", "C", "H", "H", "H", "O", "H", "H", "C", "O", "H", "C", "N", "C", "C", "H", "H", "H", "H", "H", "H", "C", "H", "O", "C", "C", "C", "C", "N", "H", "C", "O", "H", "C", "C", "H", "H", "H", "C", "H", "O", "C", "C", "H", "H", "H", "H", "H", "N", "C", "H", "H", "H", "C", "O", "O", "O", "C", "H", "H", "C", "O", "H", "C", "H", "H", "H", "N", "C", "H", "H", "H", "H", "C", "C", "H", "H", "O", "C", "H", "C", "C", "H", "C", "C", "C", "H", "H", "P", "C", "C", "O", "C", "H", "H", "H", "H"], "coordinates": [[-3.51907, -0.84547, -3.80865], [-4.77757, -2.86388, -2.33067], [-0.12298, 3.28589, 2.71615], [2.44904, 1.33799, 4.28975], [-4.63743, -1.44632, -0.23129], [2.96518, -3.96276, -5.70462], [3.50551, 1.07827, 4.43881], [5.34323, -3.15016, -4.88049], [5.74293, 7.40544, 1.25677], [0.10055, -0.47541, 4.21809], [3.53130, 7.36897, 1.57216], [-1.66662, -4.90918, -4.28144], [1.88724, 0.68333, 4.95800], [-3.89992, -1.40776, -1.03625], [-1.44192, 2.19684, 0.99220], [-1.91218, -6.50783, -5.99728], [4.92411, 6.23715, 2.91063], [3.15520, 7.98296, 0.76958], [-1.07546, -7.09227, -5.64178], [-3.43146, 4.69975, 5.61074], [0.29172, -2.28447, -0.35623], [-3.01726, -3.45450, -4.28918], [5.75980, 5.76710, 3.40244], [-4.47825, -1.81435, -2.38751], [-2.43098, 1.88612, 3.64817], [-3.46748, -1.70571, -3.38243], [4.88832, 7.06901, 1.82022], [-0.30107, 0.34506, 3.61713], [2.98714, -3.30433, -4.84796], [-5.68737, -0.91747, -2.69908], [-2.69621, -2.17900, -0.70244], [-0.82362, -3.10587, 0.74018], [1.91233, -1.97962, -3.02678], [-3.69663, -3.43230, -4.98832], [2.57989, 2.84431, 5.77940], [-2.62542, -6.85302, -7.08069], [4.32263, -1.95152, -3.16616], [-1.87255, 2.86064, 6.48423], [0.47829, 0.21930, 0.38489], [-1.25724, 0.01559, 3.20028], [-2.26457, -5.31103, -5.26814], [3.78636, 0.43126, 1.95769], [0.07522, -1.48880, 1.56604], [2.26749, -0.59047, 1.09258], [3.28912, 5.15962, 4.41015], [0.01393, -2.87792, -4.01023], [6.15491, -2.02614, -3.40585], [-5.89318, -0.25021, -1.85832], [-2.10740, -0.80427, 0.73190], [-5.00114, -4.26124, -7.16964], [2.96807, -0.06277, 2.30765], [3.20505, -1.54676, -2.54341], [-1.30794, -0.59344, -0.86348], [-3.60876, -0.34825, -1.13948], [2.59901, -0.01708, 0.22658], [-3.47081, 3.65294, 5.30420], [-4.36611, -6.40821, -8.57066], [-2.36981, -7.93153, -7.80211], [0.66475, -3.28707, -4.60996], [1.86847, -2.90288, -4.22257], [3.20451, -0.79534, 2.97389], [0.94223, 2.72564, 0.77679], [-1.92744, 1.76969, 4.61431], [-0.53978, 1.47566, 4.43367], [-1.32999, 3.77786, 5.10232], [-4.15573, -4.83824, -6.82247], [2.46981, -1.63313, 0.86188], [-2.33799, -2.59510, -1.55480], [-1.79353, 1.24666, 1.06081], [3.63641, 6.03490, 3.30691], [0.75853, -0.30819, 1.30580], [-6.59853, -1.49615, -2.84346], [-5.50652, -0.27799, -3.56336], [3.99519, 5.28906, 5.22941], [2.30041, 5.44570, 4.77455], [0.60078, 0.74067, 2.45548], [4.27810, -2.85384, -4.37615], [-3.86561, 3.62961, 4.28810], [-4.18179, 3.18098, 5.98391], [0.85166, -1.64138, -2.52182], [3.25521, 3.69898, 3.91539], [1.26675, 3.10062, 4.60212], [-0.48580, -2.12866, 0.39816], [-2.07282, 3.04126, 5.42585], [4.27976, 3.31868, 3.90642], [2.09927, 1.07436, 2.83366], [2.31035, 2.81307, 4.72149], [2.76873, 6.71570, 2.50470], [2.87368, 3.77345, 2.89269], [2.35631, 1.87195, 2.13402], [-0.04661, 2.31290, 1.70566], [-1.67304, -1.32409, -0.12584], [-3.79120, -6.02561, -7.56959], [5.53453, -1.59756, -2.77956], [-3.44420, -4.49692, -5.73869], [-2.42202, 0.95475, 5.15732], [-3.03109, -7.93959, -8.52287], [3.23329, -0.89608, -1.68248], [1.69983, 6.67944, 2.63225]], "mulliken_charge": [0.182, 0.251, 0.012, -1.612, 0.266, 0.474, 0.745, -0.600, 0.437, 0.520, -0.580, -0.629, 0.341, -0.835, -0.892, -1.236, -0.288, 0.429, 0.442, 0.390, 0.051, 0.209, 0.350, 0.544, 0.379, -0.354, -0.620, -1.697, -0.937, -1.319, -0.359, 0.411, 1.301, -0.400, 0.575, 0.369, 0.424, 0.310, 0.377, 0.556, 1.297, 0.414, -0.466, -1.341, -1.172, 0.184, 0.370, 0.396, 0.375, 0.463, -0.015, -1.187, 0.372, 0.366, 0.126, -1.353, -0.610, -0.576, -0.418, 0.147, 0.461, 0.155, -0.727, -0.184, 0.115, -0.751, 0.496, 0.206, 0.189, 0.276, 0.157, 0.288, 0.383, 0.349, 0.415, 2.023, 0.969, 0.361, 0.324, -0.516, -0.055, -0.080, -0.514, -0.002, 0.188, -0.912, -0.522, -0.340, 0.302, 0.507, 0.578, -0.407, 1.043, -0.596, -0.074, 0.351, 0.370, 0.448, 0.366]}

***

Record 3
{"formula": "CdH12O6", "method": "ωB97M-V/def2-TZVPD", "homo_ev": -18.7, "homo_lumo_gap_ha": 0.26786, "total_energy_ev": -17026.0275, "charge": 2, "symbols": ["H", "H", "H", "O", "Cd", "O", "H", "H", "O", "H", "O", "O", "H", "H", "H", "O", "H", "H", "H"], "coordinates": [[22.94132, 19.24397, -17.86534], [16.25703, 15.79632, -17.37641], [18.55154, 17.84397, -21.43581], [19.25313, 18.08680, -20.83164], [19.35694, 18.09765, -17.54515], [19.28938, 18.21420, -14.63458], [21.63547, 15.23256, -17.42181], [20.31587, 14.49123, -17.39037], [18.10240, 20.81201, -18.12931], [15.75329, 17.07999, -18.00118], [22.10346, 19.33917, -17.41240], [16.53420, 16.67991, -17.61862], [19.25506, 17.46946, -14.03423], [18.62274, 18.81774, -14.30662], [17.43835, 21.35730, -17.70750], [20.69277, 15.36032, -17.52774], [22.32190, 19.78754, -16.59540], [18.16604, 21.15713, -19.01986], [20.03495, 18.14128, -21.38120]], "nbo_charge": [0.515, 0.508, 0.505, -0.987, 1.835, -0.981, 0.508, 0.510, -0.993, 0.505, -0.994, -0.991, 0.517, 0.507, 0.512, -0.992, 0.506, 0.508, 0.501]}

***

Please write out number 1 again, unchanged.
{"formula": "C12H24N3O6Si2", "method": "ωB97M-V/def2-TZVPD", "homo_ev": -3.2, "homo_lumo_gap_ha": 0.14441, "total_energy_ev": -45336.2349, "charge": -1, "symbols": ["H", "O", "H", "H", "N", "C", "H", "O", "H", "H", "C", "O", "Si", "H", "C", "H", "C", "H", "N", "H", "H", "H", "H", "H", "N", "H", "H", "C", "H", "H", "H", "H", "H", "C", "H", "O", "C", "H", "C", "C", "Si", "O", "C", "C", "H", "O", "C"], "coordinates": [[-0.61457, -1.50503, -0.16996], [1.97195, 0.67191, 6.08550], [-2.72931, 1.06443, -1.40834], [-3.75959, -4.18119, -3.00662], [-0.82669, -1.62588, -3.54181], [-0.70132, -4.05733, -1.76546], [-0.98270, -5.11600, -1.74814], [2.00041, 5.11330, 0.81855], [-3.19838, -0.63257, -1.34523], [-1.64832, -3.85701, -5.63626], [-2.70714, 0.12180, -1.96431], [3.39058, 2.13552, 4.68154], [-0.93617, -0.35342, -2.35783], [0.94468, -1.16852, -0.95226], [-0.23946, 1.41290, 2.08433], [4.47069, 1.98477, 1.54539], [-0.05630, -0.77190, -0.75721], [0.28966, 3.37584, 2.94176], [0.47992, 3.56020, 1.92503], [0.95840, 0.98017, -3.28923], [0.38976, -4.00057, -1.82299], [-3.84797, -2.57689, -3.74880], [-1.02568, -3.61984, -0.81831], [0.32491, 3.29624, 5.56021], [-0.58773, 0.55608, 3.02169], [-0.58859, 1.50376, -3.99209], [0.05137, 0.12596, -0.14037], [3.27955, 1.33677, 3.45218], [-0.09950, -4.37597, -4.93538], [2.64392, 1.68916, 1.18884], [-3.29018, 0.25740, -2.88003], [-0.14273, 2.00505, -2.35059], [1.94698, 4.08993, 6.35700], [-3.35360, -3.16542, -2.97035], [-1.58150, -5.28809, -4.59020], [3.15529, 0.01023, 3.36639], [3.37635, 2.14864, 1.99390], [-3.61564, -2.74588, -1.99557], [2.26784, 1.91085, 5.60440], [-1.17438, -4.28291, -4.74702], [-1.49766, -3.20270, -3.23164], [3.11976, 3.56393, 2.30881], [1.28424, 3.12218, 6.20724], [1.88684, 4.06253, 1.67799], [0.90629, 2.73490, 7.27123], [0.16015, 2.51055, 1.14437], [-0.09443, 1.18214, -3.07037]], "nbo_charge": [0.225, -0.519, 0.202, 0.205, -1.711, -1.139, 0.205, -0.479, 0.219, 0.223, -1.140, -0.554, 1.812, 0.232, 0.458, 0.250, -1.127, 0.381, -0.365, 0.222, 0.228, 0.228, 0.217, 0.247, -0.316, 0.226, 0.177, 0.743, 0.223, 0.262, 0.231, 0.196, 0.240, -1.139, 0.198, -0.491, -0.186, 0.217, 0.758, -1.116, 1.814, -0.524, -0.716, 0.827, 0.267, -0.294, -1.116]}